1.
DFT (ωB97M-V/def2-TZVPD) results for C34H53CdN4OP2 as an isolated structure.

Structure (XYZ):
```
95
Properties=species:S:1:pos:R:3:lowdin_charge:R:1
C -0.61 -1.72 -2.22 -0.40
C -0.61 0.61 -2.83 -0.39
C -0.99 -2.11 -3.50 -0.07
C -0.91 0.21 -4.18 -0.04
C -1.11 -1.11 -4.50 -0.07
H -1.15 -3.17 -3.73 0.10
H -1.02 1.00 -4.93 0.11
H -1.37 -1.39 -5.53 0.11
N -0.39 -0.41 -1.89 -0.07
P 1.07 -2.16 -0.11 1.06
P -0.62 2.30 -0.69 1.01
C -0.38 -2.75 -1.14 -0.27
H -1.24 -2.79 -0.45 0.06
H -0.25 -3.75 -1.57 0.09
C 0.72 0.64 1.95 -0.35
O 0.91 0.92 3.08 0.09
C -0.56 1.95 -2.43 -0.30
H -0.80 2.72 -3.18 0.06
C -2.50 2.57 -0.26 -0.65
C 0.28 3.96 -0.39 -0.68
C 1.15 -3.27 1.45 -0.68
C 2.55 -2.55 -1.29 -0.66
C -2.71 2.43 1.26 -0.11
H -2.37 3.32 1.80 0.07
H -3.79 2.30 1.47 0.09
H -2.17 1.57 1.67 0.04
C -3.09 3.91 -0.74 -0.10
H -2.69 4.78 -0.18 0.06
H -2.92 4.07 -1.82 0.08
H -4.19 3.89 -0.57 0.10
C -3.24 1.46 -1.04 -0.12
H -4.27 1.35 -0.63 0.09
H -3.32 1.72 -2.11 0.09
H -2.74 0.49 -0.99 0.03
C -0.04 4.50 1.01 -0.09
H 0.14 3.73 1.78 0.07
H 0.62 5.36 1.23 0.09
H -1.08 4.85 1.10 0.06
C 1.80 3.70 -0.47 -0.13
H 2.15 3.11 0.38 0.01
H 2.07 3.17 -1.41 0.09
H 2.33 4.67 -0.46 0.09
C -0.06 4.99 -1.49 -0.09
H -1.13 5.25 -1.52 0.06
H 0.50 5.92 -1.29 0.09
H 0.24 4.62 -2.48 0.08
C 3.88 -2.37 -0.52 -0.10
H 4.72 -2.42 -1.24 0.09
H 3.94 -1.39 -0.02 0.06
H 4.03 -3.17 0.22 0.07
C 2.52 -1.57 -2.49 -0.10
H 1.67 -1.79 -3.16 0.07
H 2.46 -0.52 -2.20 0.07
H 3.45 -1.72 -3.07 0.09
C 2.49 -3.97 -1.89 -0.09
H 3.36 -4.10 -2.56 0.10
H 2.55 -4.77 -1.13 0.06
H 1.58 -4.12 -2.49 0.08
C -0.22 -3.16 2.14 -0.12
H -1.04 -3.58 1.53 0.08
H -0.18 -3.74 3.09 0.10
H -0.45 -2.11 2.39 0.05
C 2.20 -2.66 2.41 -0.10
H 1.99 -1.59 2.60 0.05
H 2.15 -3.19 3.38 0.10
H 3.23 -2.75 2.03 0.06
C 1.47 -4.75 1.18 -0.09
H 0.78 -5.19 0.44 0.09
H 2.50 -4.90 0.84 0.07
H 1.35 -5.31 2.13 0.09
Cd 0.33 0.16 0.13 1.07
N -1.52 -0.57 0.73 0.07
C -2.56 -1.02 1.04 -0.11
C -3.84 -1.54 1.37 -0.20
C -4.12 -2.01 2.68 -0.01
C -4.84 -1.60 0.37 -0.01
C -5.39 -2.52 2.97 -0.06
H -3.34 -1.96 3.45 0.12
C -6.10 -2.11 0.68 -0.05
H -4.62 -1.23 -0.64 0.12
C -6.38 -2.57 1.98 -0.05
H -5.60 -2.87 3.98 0.12
H -6.87 -2.15 -0.09 0.12
H -7.37 -2.97 2.22 0.12
C 4.35 2.73 3.02 -0.05
N 4.32 2.17 1.69 -0.18
C 5.47 2.21 0.81 -0.05
C 3.08 1.55 1.20 -0.01
N 2.02 1.01 0.79 -0.07
H 5.34 3.17 3.26 0.10
H 4.13 1.93 3.76 0.10
H 3.58 3.53 3.11 0.10
H 5.77 1.17 0.54 0.10
H 5.22 2.77 -0.11 0.10
H 6.34 2.70 1.30 0.11
```

Calculated values
Multiplicity = 1
HOMO = -8.51 eV
LUMO energy = -3.4 eV
Kohn-Sham gap = 5.135 eV
Total charge = +1


2.
DFT (ωB97M-V/def2-TZVPD) results for an isolated ion of composition C6H13N and charge +1.

Structure (XYZ):
```
20
Properties=species:S:1:pos:R:3:lowdin_spin:R:1
C 0.25 0.77 3.31 0.02
C 0.65 0.82 1.86 0.05
C -0.56 0.89 0.93 0.46
C -0.68 -0.12 -0.02 0.09
N 0.32 -0.08 -0.98 0.27
C -0.11 -0.21 -2.37 0.02
C -0.07 -1.70 -2.82 0.01
H -0.01 1.75 3.73 0.00
H 1.03 0.39 3.98 0.00
H -0.74 0.30 3.42 0.00
H 1.34 1.65 1.65 0.02
H 1.18 -0.06 1.49 0.00
H -1.39 1.51 1.26 0.02
H -1.44 -0.85 -0.35 0.01
H 0.95 0.67 -0.72 0.01
H 0.55 0.32 -3.05 0.00
H -1.16 0.10 -2.46 0.01
H 0.85 -2.09 -2.41 0.00
H -0.88 -2.37 -2.53 0.00
H -0.07 -1.69 -3.91 0.00
```

Calculated values
Multiplicity = 2
Energy relative to the best compared isomer or geometry (same formula, charge and spin) = 43.7 kcal per mole
HOMO (alpha / beta) = -13.83 / -15.44 eV
LUMO energy (alpha / beta) = -5.0 / -6.3 eV
Kohn-Sham gap (alpha / beta) = 8.837 / 9.133 eV
Total charge = +1


The calculation returns the following molar mass values, one per record and in order: 708.19; 99.18 g/mol.
The calculation returns the following maximum force values, one per record and in order: 0.28838; 0.06940 hartree/bohr.
The calculation returns the following electronic energy values, one per record and in order: -2471.6230; -290.8091 hartree.